C23H53N7O11S as an isolated structure, computed with ωB97M-V with the def2-TZVPD basis set.

XYZ file:
```
95
Properties=species:S:1:pos:R:3:forces:R:3
C 12.394420 10.882904 17.566711 -0.15 1.67 -0.49
C 12.887582 12.061956 16.683935 -0.11 1.11 -0.01
O 13.261509 11.913284 15.516233 -0.14 -0.45 0.62
N 12.891349 13.330391 17.224406 0.09 -1.37 0.03
C 12.184437 13.715044 18.434712 0.50 -0.14 -0.37
H 11.367656 11.112771 17.924860 0.61 -0.23 -0.13
H 13.064219 10.811252 18.445349 -0.37 -0.41 -0.56
H 12.355356 10.043299 16.877692 0.24 -0.30 0.50
H 13.279946 14.059122 16.638695 -0.25 -0.01 -0.06
H 12.676738 13.344279 19.328309 0.27 0.24 0.25
H 11.220020 13.251390 18.423157 -0.86 -0.02 0.07
H 12.069936 14.802269 18.457005 0.10 -0.26 0.05
C 11.295521 15.205736 9.539274 0.24 -0.66 -0.10
C 10.229159 15.852378 10.432024 -0.87 -0.38 0.04
O 9.982094 15.535193 11.614224 0.88 0.02 -0.86
N 9.355978 16.680817 9.795915 1.62 -1.16 0.55
C 8.151811 17.055663 10.471851 -0.04 0.60 0.49
H 11.642414 14.217383 9.981325 -0.77 1.18 -0.66
H 12.214849 15.777482 9.346007 -0.36 0.27 0.50
H 10.846255 15.101104 8.517768 0.36 -0.39 0.86
H 9.572630 16.892592 8.839663 -0.44 0.19 -0.20
H 7.730669 17.873348 9.927335 -0.45 0.59 -0.14
H 8.377878 17.352226 11.504261 -0.03 0.10 -0.37
H 7.421786 16.261629 10.539368 -0.15 -0.46 -0.14
C 13.530509 19.064201 15.040266 0.95 -1.44 0.29
C 13.735488 19.419923 16.489020 -0.60 0.62 -0.38
O 14.238857 20.467553 16.861440 0.24 0.68 -0.03
N 13.316545 18.480717 17.327143 -1.30 -2.05 -0.09
C 13.196527 18.540235 18.763613 0.62 0.93 -0.61
H 13.451376 19.893041 14.402454 -0.32 1.37 -0.60
H 12.765343 18.302196 14.810461 0.32 0.41 0.39
H 14.512467 18.656054 14.790624 -0.01 -0.34 -0.41
H 13.110671 17.564187 16.900602 -0.05 0.76 0.29
H 13.987955 17.938618 19.131243 0.64 -0.49 1.10
H 12.247896 18.212403 19.123279 -0.77 -0.63 -0.03
H 13.280898 19.558618 19.119929 0.41 0.23 -0.13
C 14.740122 24.083634 13.138679 -0.03 -0.06 -1.27
C 15.071012 22.699038 13.665334 0.04 -0.80 -1.66
O 14.990586 21.640768 13.013987 -0.16 1.54 0.82
N 15.398236 22.745494 14.950401 -0.18 -2.20 1.87
C 15.505533 23.934654 15.712185 0.60 2.01 -0.35
H 14.505725 24.032929 12.054361 0.46 0.13 0.70
H 15.459590 24.895231 13.405022 -0.55 -0.84 -0.49
H 13.808135 24.299749 13.643732 -0.37 0.45 0.12
H 15.231498 21.892034 15.530707 0.31 0.60 -0.93
H 14.515941 24.454892 15.883796 1.10 -0.33 -0.13
H 16.269722 24.629920 15.211171 -1.32 -0.67 0.83
H 15.962255 23.671045 16.647462 -0.07 -0.02 0.61
C 7.596589 14.010093 7.662460 0.40 0.67 -0.84
C 8.913056 13.666489 6.984389 -0.75 0.36 -1.47
O 9.427197 14.542940 6.299378 0.56 -0.58 0.34
N 9.338309 12.359090 7.040092 0.67 0.82 0.20
C 10.664357 11.944221 6.518648 -1.24 -0.63 0.43
H 7.822025 14.884022 8.251633 -0.17 0.26 0.49
H 7.204166 13.234140 8.245384 -0.53 -1.09 1.11
H 6.801796 14.313723 6.952453 0.77 -0.24 0.03
H 9.079799 11.937709 7.919014 -0.02 -0.37 -0.10
H 10.726905 10.874548 6.690045 0.22 -0.07 0.40
H 11.493058 12.454185 6.963354 0.41 0.33 0.41
H 10.731693 12.016719 5.457114 -0.26 0.59 -0.79
C 6.040019 12.609039 13.938188 0.52 -1.11 0.68
C 6.627372 13.402229 12.770941 -0.43 0.25 -1.12
O 5.882116 13.888038 11.913097 0.93 -0.14 1.01
N 8.006085 13.527207 12.672150 -0.86 0.30 0.21
C 9.051869 12.745174 13.256635 0.08 -0.48 0.37
H 4.928566 12.692674 14.088393 1.30 0.70 -0.25
H 6.651325 12.793731 14.876116 -1.02 -0.20 -0.92
H 6.131846 11.516054 13.707431 0.30 0.73 0.14
H 8.399331 14.195384 12.047389 -0.51 0.69 -0.76
H 9.709860 12.329786 12.426634 -0.50 0.58 1.32
H 8.540247 11.955369 13.756061 0.00 -1.22 0.24
H 9.563723 13.256782 14.102850 0.30 -0.02 -0.95
C 13.107178 15.166679 13.532196 0.06 -1.27 -0.86
C 12.183232 15.543762 14.691785 1.60 0.22 -2.98
O 12.766007 15.720468 15.739761 -0.27 0.31 2.26
N 10.914551 15.754039 14.417362 -1.42 0.16 1.18
C 10.036142 16.307786 15.466580 0.38 1.19 -0.60
H 14.017703 15.653857 13.772581 1.04 0.25 0.50
H 12.978623 15.494753 12.462919 -0.94 -0.61 1.06
H 13.304355 14.054444 13.633044 -0.22 1.25 -0.38
H 10.626926 15.726061 13.443687 -0.18 -0.13 0.06
H 9.617020 15.622010 16.190114 0.14 -0.68 -0.10
H 9.192772 16.812100 14.969570 0.39 -0.09 0.23
H 10.638364 17.042141 16.049582 -0.54 -0.34 -0.42
C 12.909683 11.634773 12.363657 2.34 -0.02 0.94
C 12.699936 10.127448 12.439833 -3.23 0.70 -0.07
O 12.222783 9.712299 11.119588 0.21 1.09 -0.62
S 12.426669 10.948683 10.105699 1.56 0.08 -0.17
O 11.222429 11.649263 9.915987 -1.79 0.81 0.83
O 13.076879 10.609539 8.900659 0.89 -0.91 0.03
O 13.454694 11.816717 11.032711 -0.90 -0.87 -0.40
H 13.682847 11.753387 13.168115 -0.48 0.81 -0.99
H 12.111231 12.395504 12.469137 -0.07 -1.14 0.32
H 11.873086 10.017814 13.162982 0.40 -0.62 -0.26
H 13.510304 9.469718 12.635829 1.01 0.12 0.47
```
Forces are in eV/Å.

- molecular weight (g mol⁻¹) = 635.782
- HOMO energy (eV) = -9.10
- LUMO (eV) = 0.236
- energy (Eh) = -2517.3259
- orbital gap (eV) = 9.337
- energy relative to the best compared isomer or geometry (same formula, charge and spin) (kcal/mol) = 38.5


C23H54Br6NO13P3 as an isolated structure, computed with ωB97M-V with the def2-TZVPD basis set.

XYZ file:
```
100
Properties=species:S:1:pos:R:3:forces:R:3
C -30.195996 -3.738710 -8.036997 -0.48 1.06 -3.10
O -30.268066 -2.854306 -8.876606 -0.36 -0.69 1.33
N -28.953996 -4.326609 -7.863095 -0.24 -0.66 0.56
C -28.863270 -5.160314 -6.716950 0.99 -1.09 0.67
C -27.692867 -3.859552 -8.394625 0.13 -0.78 0.28
H -31.033194 -4.266354 -7.554425 0.20 0.50 0.22
H -29.655633 -5.859319 -6.449244 -0.60 0.39 -0.73
H -28.838619 -4.433729 -5.904808 0.44 -0.09 0.62
H -27.962949 -5.768293 -6.805715 0.07 0.28 0.40
H -27.654131 -3.596061 -9.451590 -0.57 0.34 0.16
H -27.441751 -3.050249 -7.709005 0.36 0.52 -0.26
H -27.001183 -4.679145 -8.199868 0.15 0.19 -0.19
C -29.084561 -5.700913 -16.059471 -2.26 -0.09 -0.56
Br -30.278010 -7.150154 -16.983195 1.61 1.23 0.82
Br -29.842272 -5.529270 -14.245445 0.27 0.17 -0.88
Br -29.310722 -4.032210 -17.135144 0.47 -1.28 1.01
H -28.043318 -5.991038 -15.919010 -0.31 -0.04 -0.50
C -26.654542 -5.278253 -11.824032 0.75 0.54 -1.03
Br -26.207185 -6.141181 -13.669054 -0.51 1.12 2.13
Br -27.645632 -3.568533 -12.143371 0.85 -1.19 0.38
Br -25.022528 -4.937475 -10.641689 -1.55 -0.43 -1.28
H -27.297253 -5.973755 -11.284306 0.18 0.02 -0.14
C -26.004657 -9.564222 -8.138744 0.01 1.03 0.85
C -26.684155 -10.542697 -9.108942 0.40 2.26 0.75
O -28.126979 -10.344074 -9.159698 -1.44 1.94 -1.30
P -28.814697 -8.996167 -9.939680 1.54 -1.98 0.59
O -28.002117 -7.760848 -9.658646 -1.50 -0.87 -0.74
O -29.040350 -9.500036 -11.452128 1.10 0.29 2.21
C -29.672098 -8.698557 -12.469186 -0.43 -0.21 0.33
C -31.117793 -9.180863 -12.681118 -0.49 0.74 -1.07
O -30.349063 -8.997303 -9.474626 0.41 1.24 1.71
C -30.867598 -8.035770 -8.481978 -0.41 -1.57 0.99
C -31.444124 -6.863229 -9.094646 -0.84 2.60 -1.21
H -24.915690 -9.567719 -8.186019 0.07 -0.57 -0.24
H -26.236902 -8.508522 -8.278977 -0.31 -0.10 -0.73
H -26.253899 -9.670071 -7.082919 -0.17 -0.75 0.05
H -26.268135 -10.261827 -10.076491 0.02 -0.91 -0.23
H -26.446543 -11.528147 -8.708298 -0.53 -0.22 -0.81
H -29.612437 -7.629780 -12.263607 -0.28 0.05 0.59
H -28.938069 -8.788086 -13.269984 -0.80 -0.38 -0.69
H -31.599802 -8.525260 -13.406342 0.47 -0.04 -0.85
H -31.256120 -10.204914 -13.027940 0.52 0.04 -0.02
H -31.898055 -9.022096 -11.936745 0.91 -0.11 1.16
H -31.648866 -8.466711 -7.855863 -0.17 -1.12 -0.68
H -30.264005 -7.682569 -7.645904 1.50 -0.51 -0.59
H -30.696258 -6.240050 -9.584995 0.16 -0.01 -0.30
H -32.291416 -6.957609 -9.773835 0.23 -0.65 -0.23
H -31.881923 -6.229867 -8.323098 0.03 0.01 0.44
C -17.507759 -3.796783 -8.663173 -0.29 1.80 0.15
C -18.194649 -2.521670 -9.353300 0.79 -1.45 1.64
O -19.098629 -1.894000 -8.384000 -1.18 -0.19 -0.54
P -20.363663 -1.116303 -9.014613 0.35 0.77 0.17
O -19.996915 -0.121472 -10.039388 -0.77 -1.00 0.30
O -21.006439 -0.370213 -7.702095 2.08 0.11 -5.09
C -21.140634 -0.971250 -6.508487 -1.78 -0.99 2.46
C -22.506204 -0.478200 -6.087963 -0.69 0.38 -0.38
O -21.390503 -2.315192 -9.460699 0.98 0.84 1.86
C -22.011070 -2.606278 -10.688897 0.07 0.37 -1.68
C -21.186992 -3.538134 -11.517932 1.28 -0.47 0.02
H -16.780905 -4.262754 -9.328503 -0.45 -0.20 -0.23
H -16.911135 -3.486119 -7.805491 0.07 0.47 -0.02
H -18.214521 -4.480827 -8.193415 -0.24 -0.16 -0.71
H -17.447498 -1.752304 -9.548064 -0.04 -0.28 -0.46
H -18.738093 -2.852312 -10.238428 0.08 0.28 -0.01
H -21.112206 -2.053460 -6.635431 0.19 -0.15 0.53
H -20.446366 -0.604012 -5.752701 0.58 -0.28 -0.26
H -23.252393 -0.694440 -6.852513 -0.32 -1.38 0.27
H -22.781628 -0.714152 -5.060073 -0.25 0.18 -0.20
H -22.548836 0.576081 -6.361434 0.59 0.58 1.19
H -23.003207 -3.036644 -10.552669 -0.04 0.58 0.50
H -21.987726 -1.731131 -11.338256 -0.94 0.54 0.48
H -20.847302 -4.413476 -10.964322 0.00 -0.09 0.01
H -21.626897 -3.872514 -12.457488 -0.41 0.14 0.15
H -20.322545 -2.934999 -11.795531 0.37 -0.38 -0.16
C -21.620298 -5.463154 -16.522955 0.50 1.01 1.36
C -21.069614 -6.841371 -16.879442 -0.09 0.72 -1.21
O -21.189607 -7.891432 -15.921662 -0.54 -0.12 0.78
P -20.151088 -8.083040 -14.722599 0.10 2.37 0.68
O -19.081933 -7.038107 -14.767416 -1.22 -1.72 0.43
O -21.059686 -7.989584 -13.335292 2.61 0.47 -2.34
C -22.299686 -8.611724 -13.146644 -0.60 0.18 2.25
C -23.348969 -7.525014 -12.748437 0.76 -0.45 -2.77
O -19.708927 -9.598118 -14.901923 -1.56 1.76 1.24
C -18.466411 -9.887084 -15.468920 1.13 -2.17 -0.87
C -18.539064 -10.099161 -17.015635 0.84 0.17 1.57
H -21.717619 -4.715816 -17.310431 -0.11 -0.75 -0.79
H -22.538099 -5.379677 -15.940913 -0.26 -0.69 -0.15
H -20.897665 -4.928074 -15.906851 0.26 -0.30 0.43
H -21.575681 -7.209505 -17.771904 -0.02 -0.18 0.09
H -20.017471 -6.707896 -17.130989 0.02 -0.10 0.03
H -22.485445 -9.249739 -14.010668 -0.84 0.05 0.28
H -22.185125 -9.147781 -12.204503 0.14 -1.02 -0.40
H -23.299459 -6.927395 -13.658666 -0.47 0.67 0.07
H -24.361875 -7.927292 -12.730839 0.24 -0.07 0.54
H -23.073886 -6.859563 -11.930146 0.08 -0.61 0.18
H -17.612345 -9.295292 -15.139610 -0.53 1.02 -0.29
H -18.236585 -10.803506 -14.925368 0.15 -0.61 -0.67
H -17.595195 -10.600108 -17.230749 0.03 0.04 -0.41
H -19.347537 -10.760036 -17.328227 -0.08 0.23 0.18
H -18.550611 -9.137833 -17.529271 -0.18 -0.11 -0.09
```
Forces are in eV/Å.

- charge = +1
- molecular weight (g mol⁻¹) = 1125.025
- HOMO energy (spin up / spin down) (eV) = -11.90 / -11.90
- LUMO (spin up / spin down) (eV) = -3.952 / -8.226
- <S²> = 0.773
- energy (Eh) = -18409.5738
- 2S+1 = 2
- orbital gap (spin up / spin down) (eV) = 7.949 / 3.675